No. 1
The following is a quantum chemistry calculation of a structure of composition C40H36AsBr2N3OS5Tl, from OMol25.

Cartesian coordinates (Å):
Tl -0.60615 -0.51813 -0.68060
C 1.57525 -3.70556 -3.06168
C 1.94537 -4.61496 -1.88458
S 1.65282 -3.97435 -0.20943
C 3.34240 -3.86847 0.46146
C 3.82707 -2.47786 0.93152
S 3.00041 -1.01496 0.28708
C 3.80151 -0.77824 -1.31377
C 3.62156 -1.87385 -2.35894
S 1.91680 -1.93261 -2.98163
H 2.04314 -4.12489 -3.95653
H 0.49592 -3.72515 -3.22554
H 1.35970 -5.53060 -1.97979
H 2.99215 -4.91029 -1.94620
H 3.39335 -4.55832 1.30407
H 4.01198 -4.25374 -0.30524
H 3.70319 -2.39124 2.01121
H 4.89570 -2.38465 0.72422
H 3.36749 0.15423 -1.68254
H 4.86875 -0.60569 -1.14786
H 4.28951 -1.64931 -3.19414
H 3.89857 -2.84965 -1.96595
Br -5.13721 -3.04584 4.69472
C -4.02603 -2.40464 3.30826
C -3.04715 -1.46999 3.58272
C -2.26784 -1.04652 2.51470
N -2.42318 -1.49224 1.27721
C -3.38087 -2.37782 1.02172
C -4.21128 -2.87431 2.02065
C -3.54304 -2.79244 -0.41933
C -4.52264 -3.69549 -0.81622
C -4.61698 -3.99248 -2.16475
Br -5.94259 -5.20456 -2.75091
C -3.76438 -3.40711 -3.07951
C -2.81864 -2.51965 -2.58121
N -2.71479 -2.22989 -1.29247
H -2.89025 -1.08103 4.57739
H -1.48204 -0.31159 2.65810
H -4.98675 -3.59604 1.81835
H -5.20230 -4.15458 -0.11549
H -3.83234 -3.61635 -4.13622
H -2.12556 -1.99379 -3.23160
O -2.86863 3.85198 -0.24285
S -2.60274 2.48246 -0.72516
N -1.72226 1.59564 0.05101
S -0.80551 0.67181 -3.54046
C -1.46511 0.69627 -5.15712
C -1.26790 1.80484 -6.00157
C -1.75121 1.83083 -7.29830
C -2.46644 0.75675 -7.81889
C -2.69330 -0.33994 -6.99849
C -2.20743 -0.36709 -5.70041
H -0.72107 2.65066 -5.60547
H -1.57374 2.70608 -7.91354
H -2.83670 0.77540 -8.83591
H -3.26076 -1.18494 -7.37386
H -2.40086 -1.22992 -5.07628
C 2.35920 0.42834 6.32456
C 2.03415 -0.52151 5.36870
C 1.59267 -0.11501 4.11336
C 1.47049 1.23618 3.80338
C 1.80025 2.18065 4.77154
C 2.24368 1.78116 6.02257
As 0.77283 1.68477 2.01582
C 2.08212 3.03824 1.51217
C 3.37810 2.82893 1.06527
C 4.15097 3.91334 0.67070
C 3.61647 5.19664 0.70799
C 2.32209 5.40726 1.15799
C 1.54811 4.32898 1.57399
C 0.17848 4.40540 2.13029
C -0.57371 5.56645 2.28139
C -1.84042 5.49576 2.83242
C -2.36585 4.27222 3.23619
C -1.62868 3.11282 3.06933
C -0.35692 3.18091 2.52330
H 2.70096 0.11852 7.30407
H 2.11827 -1.57633 5.59939
H 1.34300 -0.85714 3.36018
H 1.70529 3.23631 4.54186
H 2.49806 2.52461 6.76767
H 3.78224 1.82461 1.02619
H 5.16534 3.75877 0.32587
H 4.21331 6.03870 0.38071
H 1.91700 6.41122 1.18164
H -0.18278 6.52093 1.95104
H -2.43460 6.39470 2.92974
H -3.36777 4.22262 3.64155
H -2.05934 2.15483 3.33520

Cartesian forces (eV/Å) of the 6 atoms listed first:
Tl 0.186 0.397 -0.205
C 0.022 0.055 -0.080
C -0.004 0.090 0.005
S -0.068 -0.037 0.053
C -0.050 0.034 -0.054
C -0.010 0.006 -0.072

Calculated values
- LUMO energy (eV) = 1.61
- frontier orbital gap (eV) = 5.09
- relative energy (zero: lowest compared OMol25 entry of this formula, charge and spin) (kcal per mole) = 37.91
- net charge = -1
- M (g/mol) = 1174.20
- HOMO level (eV) = -3.48
- spin multiplicity = 1

Löwdin atomic charge list, values in e, 8 entries: number 1, Tl, carries 0.496; number 2, C, carries -0.539; number 3, C, carries -0.535; number 4, S, carries 0.820; number 5, C, carries -0.526; number 6, C, carries -0.532; number 7, S, carries 0.749; number 8, C, carries -0.538

---

No. 2
The following is a quantum chemistry calculation of a structure of composition C55H42P3PmS2Si at a distorted geometry, from OMol25.

Cartesian coordinates (Å):
Pm -0.14466 -0.80958 -1.15524
C -3.81649 -5.55245 -0.23057
C -3.40812 -4.53061 -1.07571
C -2.66997 -3.47561 -0.56723
C -2.33332 -3.41701 0.78460
C -2.75281 -4.44700 1.62540
C -3.48620 -5.50782 1.11749
P -1.36452 -1.95077 1.29398
C -0.52118 -2.48710 2.81052
C -0.34916 -1.60445 3.87374
C 0.52277 -1.91503 4.90566
C 1.22565 -3.11051 4.89041
C 1.04777 -4.00399 3.84108
C 0.19143 -3.69053 2.80068
C -2.65666 -0.77297 1.85623
C -3.79074 -1.25236 2.51437
C -4.83307 -0.39886 2.83035
C -4.74732 0.94078 2.47829
C -3.61341 1.42036 1.83996
C -2.53050 0.59267 1.52720
Si -0.90716 1.15640 0.62371
C 0.29230 1.35260 2.10111
C -0.26496 1.79290 3.30533
C 0.49725 1.99592 4.44417
C 1.85843 1.75737 4.37801
C 2.43061 1.32095 3.19253
C 1.67698 1.08456 2.03173
P 2.59477 0.81779 0.39903
C 2.17787 -0.86438 -0.23859
C 1.95857 -2.00254 0.49380
C 1.97441 -3.30152 -0.13682
C 2.14088 -3.45362 -1.46832
C 2.10585 -2.29953 -2.41614
C 2.45678 -0.95025 -1.74048
C 4.28944 0.55698 1.10072
C 4.65712 -0.55036 1.86177
C 5.96234 -0.70282 2.30445
C 6.91793 0.26214 2.02053
C 6.55025 1.38920 1.29845
C 5.24962 1.53421 0.84635
C -1.30625 2.93238 -0.01335
C -1.77773 3.98610 0.77197
C -2.29916 5.13765 0.20217
C -2.37250 5.25622 -1.18086
C -1.85060 4.25511 -1.98205
C -1.28205 3.11869 -1.40271
P -0.43398 1.87236 -2.44279
C 0.67652 2.81057 -3.53798
C 0.98822 4.16291 -3.44233
C 1.97275 4.70339 -4.25894
C 2.66292 3.90585 -5.15711
C 2.37878 2.54916 -5.23768
C 1.40341 2.00467 -4.42333
C -1.80530 1.33741 -3.53933
C -1.87218 1.57075 -4.90918
C -2.92066 1.05230 -5.65573
C -3.91132 0.29704 -5.04593
C -3.85874 0.06514 -3.67922
C -2.81519 0.58346 -2.93051
H -4.38005 -6.38906 -0.62395
H -3.64449 -4.56397 -2.13159
H -2.32889 -2.68207 -1.23163
H -2.49200 -4.42146 2.67649
H -3.79507 -6.31114 1.77558
H -0.88998 -0.66855 3.88433
H 0.66899 -1.20977 5.71420
H 1.92084 -3.34417 5.68694
H 1.59582 -4.93817 3.82430
H 0.08112 -4.36474 1.96008
H -3.86777 -2.30353 2.76280
H -5.71659 -0.77919 3.32894
H -5.56733 1.61230 2.70499
H -3.57307 2.46747 1.56977
H -1.33435 1.97504 3.35486
H 0.03427 2.33626 5.36391
H 2.48777 1.92381 5.24506
H 3.49850 1.17459 3.17641
H 1.88451 -1.95701 1.57332
H 1.94270 -4.17505 0.50607
H 2.19959 -4.44035 -1.90991
H 2.78335 -2.45737 -3.25676
H 1.90536 -0.13737 -2.27742
H 3.92393 -1.30070 2.12172
H 6.23431 -1.58316 2.87592
H 7.93886 0.13485 2.35997
H 7.28763 2.15247 1.07680
H 4.96864 2.40006 0.25820
H -1.73998 3.89921 1.85304
H -2.67299 5.93560 0.83334
H -2.81877 6.13570 -1.62934
H -1.88338 4.35037 -3.06202
H 0.47439 4.79342 -2.73071
H 2.21058 5.75712 -4.17793
H 3.43999 4.33284 -5.77836
H 2.93520 1.91003 -5.91049
H 1.20176 0.93770 -4.45258
H -1.09706 2.14789 -5.39592
H -2.95911 1.23198 -6.72300
H -4.72460 -0.11102 -5.63222
H -4.63052 -0.52022 -3.19504
H -2.80359 0.44036 -1.84948
S 0.30420 -3.13042 -4.28309
C 0.63366 -2.30329 -2.89058
S 4.19795 -0.48155 -1.84267

Cartesian forces (eV/Å) of the 6 atoms listed first:
Pm 1.181 -1.206 -0.166
C 0.028 0.033 -0.015
C -0.082 -0.076 -0.052
C 0.051 0.006 0.122
C -0.101 -0.062 -0.064
C 0.061 0.081 -0.034

Calculated values
- LUMO energy (alpha / beta) (eV) = 2.24 / 2.25
- frontier orbital gap (alpha / beta) (eV) = 4.42 / 5.74
- net charge = -1
- M (g/mol) = 1033.08
- HOMO level (alpha / beta) (eV) = -2.18 / -3.49
- spin multiplicity = 6

Löwdin atomic charge list, values in e, 8 entries: number 1, Pm, carries 1.045; number 2, C, carries -0.088; number 3, C, carries -0.070; number 4, C, carries -0.103; number 5, C, carries -0.358; number 6, C, carries -0.104; number 7, C, carries -0.085; number 8, P, carries 1.031

---

No. 3
The following is a quantum chemistry calculation of a structure of composition C38H33N7O3PTa at a distorted geometry, from OMol25.

Cartesian coordinates (Å):
Ta -0.48948 -0.57439 -1.40967
C -4.13628 4.53321 -4.48237
C -3.19508 3.71341 -3.66977
C -1.87668 4.10271 -3.44217
C -1.02828 3.32611 -2.68287
C -1.45558 2.14231 -2.06857
N -0.59208 1.39001 -1.26257
C 0.34272 2.16041 -0.54287
C -0.09428 3.24391 0.22503
C 0.79552 4.08251 0.85883
C 2.16842 3.86631 0.75983
C 3.13792 4.78651 1.42183
C 2.60772 2.76561 0.03703
C 1.72582 1.90951 -0.62287
N 2.27812 0.87811 -1.41737
C 3.49572 0.88601 -1.98967
C 3.65922 -0.30559 -2.66807
C 2.47462 -0.99779 -2.46257
N 1.64442 -0.27259 -1.70757
C -2.78818 1.74291 -2.29997
C -3.61908 2.51441 -3.10997
N -3.34268 0.59201 -1.69547
C -4.63358 0.40601 -1.37717
C -4.77248 -0.88489 -0.89937
C -3.50108 -1.43199 -0.95287
N -2.63488 -0.52569 -1.42677
H -3.65988 5.43391 -4.85437
H -4.99538 4.82111 -3.87877
H -4.51038 3.95971 -5.32747
H -1.50438 5.01701 -3.87707
H 0.00042 3.62591 -2.55487
H -1.15598 3.42631 0.30223
H 0.43062 4.92181 1.42973
H 2.65682 5.72411 1.68603
H 3.98702 4.99751 0.77523
H 3.52132 4.33341 2.33603
H 3.66752 2.57581 -0.01177
H 4.16222 1.72101 -1.92547
H 4.50792 -0.61719 -3.23997
H 2.19362 -1.97729 -2.80987
H -4.61908 2.16771 -3.32237
H -5.36518 1.18331 -1.47227
H -5.67478 -1.35719 -0.57557
H -3.15958 -2.41849 -0.68867
O -2.17418 -1.61999 -3.86187
N -1.13318 -1.38449 -3.35777
O -0.56128 -0.30679 -3.47947
O -0.58858 -2.19879 -2.58667
N -0.21178 -0.98659 0.35863
P 0.41342 -1.86859 1.56093
C 2.20272 -1.82639 1.27293
C 2.91832 -2.95289 0.88953
C 4.28362 -2.85209 0.67533
C 4.92302 -1.63119 0.82373
C 4.20182 -0.50369 1.19223
C 2.84122 -0.59649 1.42183
C 0.05092 -1.22939 3.20793
C 0.96932 -1.40079 4.23933
C 0.61202 -1.05449 5.53033
C -0.65428 -0.55109 5.78713
C -1.56288 -0.36829 4.75383
C -1.21418 -0.70899 3.45923
C -0.25958 -3.55239 1.47553
C -0.53668 -4.12209 0.23603
C -1.10298 -5.38299 0.17173
C -1.39428 -6.07379 1.33853
C -1.10568 -5.51049 2.57113
C -0.53838 -4.25009 2.64763
H 2.41192 -3.90089 0.78083
H 4.84872 -3.73079 0.40423
H 5.98742 -1.55979 0.65993
H 4.70962 0.44071 1.32043
H 2.26372 0.26391 1.73603
H 1.94652 -1.80969 4.02773
H 1.31612 -1.18929 6.33673
H -0.93548 -0.30059 6.79793
H -2.54578 0.02681 4.96203
H -1.90528 -0.58719 2.63513
H -0.30748 -3.57439 -0.67047
H -1.32148 -5.82469 -0.78827
H -1.85158 -7.05019 1.28543
H -1.33478 -6.05209 3.47483
H -0.31418 -3.80649 3.60673

Cartesian forces (eV/Å) of the 6 atoms listed first:
Ta 2.055 2.970 6.891
C -0.155 0.045 -0.073
C 0.198 -0.287 0.289
C -0.090 -0.135 0.039
C -0.048 -0.329 0.036
C -0.948 0.465 -0.779

Calculated values
- LUMO energy (eV) = -6.24
- frontier orbital gap (eV) = 7.01
- net charge = +2
- M (g/mol) = 847.65
- HOMO level (eV) = -13.25
- spin multiplicity = 1

Löwdin atomic charge list, values in e, 8 entries: number 1, Ta, carries 1.715; number 2, C, carries -0.027; number 3, C, carries -0.245; number 4, C, carries 0.003; number 5, C, carries 0.010; number 6, C, carries -0.228; number 7, N, carries -0.119; number 8, C, carries -0.235

---

What is the M in the first record? 1174.20 g/mol

---

Which value of M does entry 2 give? 1033.08 g/mol